The following is a DFT calculation (the ωB97M-V functional and the def2-TZVPD basis) of the molecule C5H7NO in a non-equilibrium geometry.

Each line ends with the Mulliken charge.
Geometry (Å):
1 C -1.660229 -1.063287 0.136161  -1.24
2 C -0.292128 -0.531517 0.262178  0.14
3 O 0.705817 -1.300087 0.807642  -0.35
4 C 1.874801 -0.665343 0.575343  -0.25
5 C 1.649971 0.521167 -0.059507  -0.53
6 C 0.230165 0.629520 -0.173587  0.85
7 N -0.457684 1.749130 -0.698642  -0.66
8 H -2.209056 -0.984862 1.074720  0.28
9 H -2.175026 -0.467669 -0.625372  0.33
10 H -1.654465 -2.108509 -0.185893  0.32
11 H 2.754209 -1.164586 0.961632  0.40
12 H 1.927311 0.739445 -1.070278  0.18
13 H 0.208876 2.416160 -1.081903  0.29
14 H -0.902568 2.230437 0.077507  0.25

Force components x, y, z for each atom (eV/Å):
-0.240 -0.088 0.167
-0.329 0.315 0.180
-0.077 0.005 0.386
-0.005 -0.145 -0.136
-0.604 -0.616 -0.721
-0.524 -0.406 0.399
-0.004 0.070 0.037
-0.182 -0.118 0.002
0.025 -0.102 0.176
0.019 0.101 0.085
-0.112 0.011 -0.371
2.305 1.171 0.025
-0.120 -0.191 -0.005
-0.153 -0.008 -0.223

Summary:
M	97.12	g mol⁻¹
HOMO	-8.123	eV
energy	-8834.1022	eV
multiplicity	1
structure (SMILES)	Cc1occc1N
E_LUMO	1.050	eV
max |F|	2.6	eV/Å
Kohn-Sham gap	9.17	eV